--- A ---
C6H6O | the ωB97M-V functional and the def2-TZVPD basis

The geometry in XYZ format:
```
13
Properties=species:S:1:pos:R:3:lowdin_charge:R:1
C 0.92972 -0.15644 -0.73829 0.0032
C 0.00944 -0.70920 0.05545 -0.2310
C -1.64242 0.11388 0.11156 -0.4398
C 0.81316 1.22692 -0.02681 -0.0948
C -1.31878 -1.37267 0.05830 -0.0121
C -0.39081 0.57608 0.85207 -0.0939
O -2.41193 0.70806 -0.53237 0.1466
H 1.62199 -0.33534 -1.54956 0.0979
H 1.74052 1.52685 0.35967 0.0671
H 0.24014 2.08447 -0.61876 0.1492
H -1.75599 -1.99819 -0.68050 0.1041
H -1.36798 -1.97808 0.99756 0.1324
H -0.29134 0.75301 2.00716 0.1709
```

The HOMO energy is -9.132 eV.

***

--- B ---
C6H6O | the ωB97M-V functional and the def2-TZVPD basis

The geometry in XYZ format:
```
13
Properties=species:S:1:pos:R:3:lowdin_charge:R:1
C -1.03004 1.53219 -1.43106 0.1634
C -0.36299 0.74408 -0.80410 -0.2533
C -0.54173 -0.66196 -0.44873 -0.1246
C 0.43629 -1.10399 0.72871 -0.3815
O -0.22884 -1.13463 1.97143 -0.0280
C 1.50069 -0.09037 0.67998 -0.0442
C 1.54532 1.00675 0.12977 0.0802
H -1.74252 2.10625 -1.95427 0.0368
H -1.58522 -0.76950 -0.12891 0.1246
H -0.41066 -1.22654 -1.38405 0.1287
H 0.76954 -2.12357 0.53087 0.1369
H -0.25391 -0.22833 2.30769 0.1005
H 1.90407 1.94962 -0.19733 0.0605
```

The HOMO energy is -9.006 eV. As for the structure (SMILES): C#CC[C@H](O)C#C.

***

--- C ---
C6H6O | the ωB97M-V functional and the def2-TZVPD basis

The geometry in XYZ format:
```
13
Properties=species:S:1:pos:R:3:lowdin_charge:R:1
C -2.43195 -0.02577 -1.29006 0.1220
C -1.35774 0.04157 -0.74721 -0.0667
C -0.08077 0.13057 -0.10087 -0.3410
C 1.22506 -0.33454 -0.72009 -0.0091
C 0.77869 -0.92256 0.56819 -0.2189
O 1.10694 -0.08262 1.66141 -0.0618
C 0.24270 0.95190 1.14543 -0.0969
H -3.38885 -0.10189 -1.75865 0.0243
H 2.08556 0.33220 -0.74241 0.1199
H 1.09697 -0.96601 -1.59452 0.1187
H 0.59437 -1.97473 0.76119 0.1551
H -0.62514 1.09770 1.79672 0.1298
H 0.77163 1.90034 1.00366 0.1247
```

The HOMO energy is -9.243 eV.

***

In hartree, relative to the most stable structure: A 0.0237; B 0.0684; C 0.0000.

***

--- A ---
C6H6O | the ωB97M-V functional and the def2-TZVPD basis

The geometry in XYZ format:
```
13
Properties=species:S:1:pos:R:3:lowdin_charge:R:1
C -0.22431 1.62301 -2.35523 0.1548
C 0.16050 0.83602 -1.52684 -0.1136
C -1.49344 -0.77967 1.60292 -0.0754
C -1.29372 -0.94833 0.32155 0.0566
C 1.60545 0.12599 0.57192 -0.1127
C 0.64884 0.07270 -0.52712 -0.3459
O 1.70410 -0.79510 -0.48080 -0.0062
H -0.36890 2.18212 -3.22284 0.0178
H -2.18604 -1.35715 2.16114 0.0435
H -0.87493 -0.10335 2.07337 0.0149
H -1.50283 -1.45374 -0.65921 0.0740
H 2.49578 0.91635 0.42691 0.1593
H 1.32950 -0.31885 1.61424 0.1329
```

The HOMO energy (alpha / beta) is -7.924 / -7.927 eV.

***

--- B ---
C6H6O | the ωB97M-V functional and the def2-TZVPD basis

The geometry in XYZ format:
```
13
Properties=species:S:1:pos:R:3:lowdin_charge:R:1
C 2.81677 0.54829 -0.04718 0.1178
C 1.61153 0.46951 -0.02555 -0.0946
C 0.21053 0.37628 -0.02082 -0.2981
C -1.04192 1.15566 -0.21573 -0.0329
C -0.83977 0.10712 0.81544 -0.0374
O -1.80234 -1.46476 0.19355 -0.1158
C -0.62589 -1.46710 -0.33565 -0.1842
H 3.87972 0.64899 -0.04157 0.0232
H -1.69395 0.94895 -1.06673 0.1116
H -1.11178 2.17176 0.17701 0.1125
H -1.08548 -0.07600 1.85179 0.1538
H 0.21363 -1.99067 0.15089 0.1191
H -0.53105 -1.42803 -1.43546 0.1251
```

The HOMO energy is -8.056 eV.

***

In hartree, relative to the most stable structure: A 0.0185; B 0.0000.

***

--- A ---
CHBrClNO | the ωB97M-V functional and the def2-TZVPD basis

The geometry in XYZ format:
```
6
Properties=species:S:1:pos:R:3:lowdin_charge:R:1
C 0.96841 0.85524 0.43025 -0.8249
N 1.68503 0.17339 -0.18182 0.0945
O -0.73723 -1.56899 -0.05666 -0.6852
Cl 0.45458 2.06933 1.43471 0.7145
Br -2.12056 -0.27819 -0.46752 0.5558
H -0.25022 -1.25079 -1.15896 0.1453
```

The HOMO energy is -10.404 eV.

***

--- B ---
CHBrClNO | the ωB97M-V functional and the def2-TZVPD basis

The geometry in XYZ format:
```
6
Properties=species:S:1:pos:R:3:lowdin_charge:R:1
Cl 0.99212 -0.65492 2.22374 0.8025
C 0.15665 -0.54641 0.85568 -0.4793
N 0.55634 0.74608 -0.15269 -0.1425
O -0.38205 1.13202 -0.79832 -0.4782
Br -0.53042 0.23906 -2.80492 0.2658
H -0.79265 -0.91583 0.67652 0.0316
```

The HOMO energy (alpha / beta) is -8.917 / -8.946 eV. As for the structure (SMILES): Cl/C=N/OBr.

***

In hartree, relative to the most stable structure: A 0.0000; B 0.0993.